Record 1
This record from the Open Molecules 2025 dataset describes 2 unconnected molecules or ions with the total composition C4H11N2. The level of theory is ωB97M-V/def2-TZVPD.

```
17
Properties=species:S:1:pos:R:3:forces:R:3
C -1.05668 -0.16386 -2.42988 0.06 0.08 -0.09
C 0.26432 -0.06071 -2.40430 0.14 -0.06 0.09
H -1.65003 0.64220 -2.84187 -0.12 0.01 0.00
H -1.58269 -1.05141 -2.10970 -0.04 -0.16 0.00
H 0.76255 0.82514 -2.77038 0.04 0.08 -0.03
H 0.91706 -0.85892 -2.06196 -0.10 -0.05 -0.04
C 1.48562 -0.83524 1.96061 -0.35 -0.05 0.02
N -1.28012 1.13094 0.58942 -0.10 0.30 0.05
C -0.36699 0.63126 1.37525 0.20 -0.19 0.51
N 0.35448 -0.42211 1.11921 0.06 0.13 -0.26
H 1.83404 -1.79148 1.60456 0.11 -0.21 -0.04
H 1.15724 -0.94082 2.98619 -0.08 -0.07 0.18
H 2.28340 -0.11137 1.91223 0.27 0.18 -0.11
H -1.39887 0.79348 -0.35569 -0.02 -0.03 -0.18
H -1.74812 1.97800 0.86757 -0.12 -0.04 -0.04
H -0.20701 1.09776 2.34154 -0.03 0.12 -0.05
H 0.23180 -0.86286 0.21719 0.08 -0.06 -0.02
```
Forces are in eV/Å.

For the HOMO energy, the calculation gives -14.366 eV. Its spin multiplicity is 1. For the total energy, the calculation gives -7299.6417 eV. As for the total charge: +1. Its energy relative to the best compared isomer or geometry (same formula, charge and spin) is 126.0 kJ/mol.

Record 2
This record from the Open Molecules 2025 dataset describes a gas-phase ion, C4H11N2 (charge +1). The level of theory is ωB97M-V/def2-TZVPD.

```
17
Properties=species:S:1:pos:R:3:forces:R:3
C -1.62056 1.28656 -0.31991 4.50 -2.18 1.53
C -1.59691 -0.96956 0.38498 -0.92 -1.80 0.67
C 1.29310 -1.16093 -0.53357 -1.63 -0.72 -2.55
C 1.36766 1.22858 -0.09200 1.49 0.95 1.95
N -0.79541 0.17020 -0.04690 -2.60 3.52 -1.21
N 0.67798 -0.00846 0.13360 -2.82 0.61 -0.05
H -1.25232 2.29941 -0.48623 0.77 -0.55 -0.34
H -2.67471 1.34168 -0.06287 0.09 -1.18 -0.19
H -2.74456 -0.76047 0.31441 2.40 -0.20 0.17
H -1.40508 -1.89662 -0.27399 -0.18 1.47 1.32
H -1.26036 -1.09406 1.46774 -0.74 -0.50 -1.44
H 0.44529 -1.90330 -0.85192 2.01 1.10 0.89
H 1.79760 -0.84872 -1.53425 -0.69 -0.44 1.77
H 2.00202 -1.56918 0.18391 -0.07 -0.27 -0.29
H 2.53710 1.08248 0.11836 -2.77 0.24 -0.90
H 1.07339 1.59162 -1.06512 0.74 0.42 -0.60
H 1.00869 1.95543 0.68660 0.42 -0.47 -0.72
```
Forces are in eV/Å.

For the HOMO energy, the calculation gives -14.257 eV. The SMILES is C=[N+](C)N(C)C. Its spin multiplicity is 1. For the total energy, the calculation gives -7296.2772 eV. As for the total charge: +1. Its energy relative to the best compared isomer or geometry (same formula, charge and spin) is 450.7 kJ/mol.

Record 3
This record from the Open Molecules 2025 dataset describes a gas-phase ion, C4H11N2 (charge +1). The level of theory is ωB97M-V/def2-TZVPD.

```
17
Properties=species:S:1:pos:R:3:forces:R:3
C 1.76329 0.35003 -0.52143 2.53 1.39 -1.90
C 1.28490 0.00153 0.87094 -1.27 2.07 0.70
C 0.37258 -0.01493 -0.28665 -1.65 -5.98 -1.73
C -1.77028 0.38607 0.77513 -2.87 -2.12 -3.58
N -0.19159 -1.70819 -0.69987 0.49 4.56 0.70
N -0.85676 0.82784 -0.35913 -0.70 -4.13 -0.44
H 1.95842 1.41338 -0.78401 -0.24 -0.59 0.53
H 2.60224 -0.24733 -1.12211 -2.43 0.74 1.54
H 1.59803 -0.94182 1.24272 0.05 -0.55 0.57
H 0.96612 0.80172 1.63602 1.32 -1.18 -1.11
H -2.37030 -0.58055 0.43872 1.97 1.71 0.72
H -1.23393 0.23830 1.63391 1.20 -0.27 2.02
H -2.56761 1.07467 0.82736 -0.54 1.27 0.51
H -0.21858 -1.76373 -1.72066 0.22 0.17 0.11
H 0.63410 -2.20003 -0.41827 0.50 -0.51 0.15
H -0.59483 1.75555 -0.24356 0.29 2.51 -0.15
H -1.37579 0.60749 -1.26911 1.12 0.91 1.35
```
Forces are in eV/Å.

For the HOMO energy, the calculation gives -14.338 eV. The SMILES is C[NH2+]C1(N)CC1. Its spin multiplicity is 1. For the total energy, the calculation gives -7296.7674 eV. As for the total charge: +1. Its energy relative to the best compared isomer or geometry (same formula, charge and spin) is 403.4 kJ/mol.

Record 4
This record from the Open Molecules 2025 dataset describes 2 unconnected molecules or ions with the total composition C4H11N2O. The level of theory is ωB97M-V/def2-TZVPD.

```
18
Properties=species:S:1:pos:R:3:forces:R:3
C -0.34714 -1.48771 0.59659 1.11 -0.25 -2.06
C 1.77262 -0.31831 -0.55137 0.88 0.02 -1.30
C 0.65740 0.90312 1.30080 -0.70 -1.37 1.95
C 0.53650 -0.17550 0.31665 0.25 -2.52 0.26
N -1.62784 0.91263 0.18397 0.30 2.08 2.82
N -0.18941 1.02861 0.09068 -0.15 0.24 -0.19
O -2.26227 0.59354 -2.15191 -0.47 -0.20 -1.48
H -1.41442 -1.24295 0.40989 0.76 0.00 -0.02
H 0.01561 -2.32473 -0.11046 -0.60 1.34 0.55
H -0.29155 -2.01086 1.53685 0.32 0.48 0.88
H 2.30417 -1.30590 -0.46025 -0.95 0.51 -0.58
H 2.62912 0.38372 -0.35533 -1.07 -0.18 0.39
H 1.44142 0.01716 -1.57631 0.57 -1.09 0.49
H -1.35920 0.39193 -2.43198 -0.30 0.16 0.26
H 0.47674 0.55035 2.37511 -0.79 1.05 -1.42
H 1.55310 1.43831 1.18112 0.99 0.91 0.26
H -2.17608 0.86464 -1.13124 0.83 -0.17 0.04
H -1.71878 1.78193 0.77720 -0.97 -1.01 -0.84
```
Forces are in eV/Å.

For the HOMO energy, the calculation gives -1.922 eV. Its spin multiplicity is 1. For the total energy, the calculation gives -9350.7006 eV. As for the total charge: -1. Its energy relative to the best compared isomer or geometry (same formula, charge and spin) is 365.6 kJ/mol.

Record 5
This record from the Open Molecules 2025 dataset describes 2 unconnected molecules or ions with the total composition C4H11N2O. The level of theory is ωB97M-V/def2-TZVPD.

```
18
Properties=species:S:1:pos:R:3:forces:R:3
N -0.91550 -1.76801 -0.61592 0.75 0.68 -0.11
C -0.94019 -1.34547 0.95364 0.50 -2.33 -1.61
O -1.59273 -2.25714 1.62005 -0.14 0.46 0.75
H -1.85017 -2.08589 -0.77021 -0.86 -0.21 0.03
H -0.37298 -2.63463 -0.70149 -0.10 0.35 0.34
H 0.20054 -1.36385 1.09325 -0.90 0.70 0.47
H -1.38171 -0.32979 0.87344 0.31 0.04 0.37
C 1.62862 0.29090 -0.51425 0.75 -0.38 -0.08
C 0.53823 1.25738 -0.20480 -0.45 0.35 0.85
C 0.53165 2.09721 0.87484 -1.96 0.65 -0.47
N -0.44042 1.13598 -1.20301 -0.43 0.95 0.07
H 1.98806 0.49779 -1.54862 -0.15 -0.29 0.69
H 1.28906 -0.75981 -0.42964 -0.04 0.72 -0.37
H 2.44152 0.39535 0.19290 0.35 0.12 0.10
H -0.36898 2.79136 1.11945 1.44 -1.38 -0.80
H 1.23864 2.10644 1.69996 0.37 -0.26 -0.61
H -0.79064 0.16941 -1.30319 0.46 0.03 0.12
H -1.20300 1.80277 -1.13640 0.12 -0.21 0.27
```
Forces are in eV/Å.

For the HOMO energy, the calculation gives -2.750 eV. Its spin multiplicity is 1. For the total energy, the calculation gives -9353.0506 eV. As for the total charge: -1. Its energy relative to the best compared isomer or geometry (same formula, charge and spin) is 138.9 kJ/mol.

Record 6
This record from the Open Molecules 2025 dataset describes a gas-phase ion, C4H11N2O (charge -1). The level of theory is ωB97M-V/def2-TZVPD.

```
18
Properties=species:S:1:pos:R:3:forces:R:3
C -1.34196 -1.79088 -0.27087 4.30 -0.74 -0.87
O -2.52097 -1.88853 0.20368 -1.46 -0.63 0.39
C -0.58208 -0.48903 0.18454 -1.54 0.66 -0.64
C 0.76386 -0.11557 -0.52445 0.06 -3.09 -3.49
C 1.32995 1.21632 -0.14031 -1.92 0.81 3.18
N 2.01361 1.16090 1.21282 -0.62 -1.67 -0.87
N -1.63993 0.63080 0.09194 1.12 0.77 -0.82
H -0.46706 -2.69059 -0.06701 -1.46 1.05 0.34
H -1.13389 -1.78130 -1.38608 -0.86 0.11 -0.35
H -0.53798 -0.57038 1.25943 0.82 -0.18 0.55
H 0.60780 -0.18280 -1.75090 -0.34 0.84 2.82
H 1.61413 -1.03643 -0.64616 -2.13 2.35 1.51
H 0.47130 2.00376 0.00951 1.36 -1.45 -1.04
H 2.04140 1.51020 -0.84033 1.23 0.84 -1.19
H 2.34926 2.06583 1.44836 -0.06 0.69 0.53
H 1.36581 0.76854 1.92094 0.59 0.74 -0.68
H -2.55803 0.21886 0.15624 -0.08 -1.16 0.95
H -1.77523 0.97029 -0.86135 0.98 0.05 -0.30
```
Forces are in eV/Å.

For the HOMO energy, the calculation gives -2.669 eV. The SMILES is NCC[C@@H](N)C[O-]. Its spin multiplicity is 1. For the total energy, the calculation gives -9352.0873 eV. As for the total charge: -1. Its energy relative to the best compared isomer or geometry (same formula, charge and spin) is 231.8 kJ/mol.

Record 7
This record from the Open Molecules 2025 dataset describes C4H11N2O in the gas phase. The level of theory is ωB97M-V/def2-TZVPD.

```
18
Properties=species:S:1:pos:R:3:forces:R:3
C -0.64370 2.21860 1.08219 -0.90 1.63 0.73
C -0.54111 1.18825 0.01074 0.71 -1.92 0.06
C -0.59049 -0.24814 0.57763 0.17 -0.95 -0.64
C 0.15613 -1.31557 -0.20522 -1.88 0.11 2.36
N -0.17778 -2.63020 0.12905 -0.75 -0.27 0.67
O 0.97537 -1.11484 -1.11231 2.09 1.23 -2.69
N 0.89933 1.38026 -0.68859 -2.04 0.13 1.55
H -0.41560 3.24586 0.68710 -0.34 -0.74 0.45
H -0.07931 2.06652 2.02161 0.43 -0.31 -0.84
H -1.67472 2.21933 1.49790 0.36 0.16 -0.64
H -1.38443 1.16889 -0.71435 0.95 0.88 -0.11
H -0.34114 -0.23565 1.64299 0.59 0.17 0.75
H -1.65830 -0.54981 0.65944 -0.19 0.31 -0.36
H -0.61962 -2.81591 1.01214 0.05 -0.15 -0.06
H 0.09538 -3.42737 -0.42133 0.15 0.38 -0.06
H 0.85138 0.82451 -1.53524 0.63 -1.08 -0.15
H 1.57996 0.98952 -0.00283 -0.33 0.22 -1.16
H 1.01779 2.36582 -0.88351 0.30 0.19 0.14
```
Forces are in eV/Å.

For the HOMO energy (spin up / spin down), the calculation gives -2.411 / -8.180 eV. Its spin multiplicity is 2. For the total energy, the calculation gives -9350.3185 eV. As for the total charge: 0. As for the expectation value of S²: 0.75. Its energy relative to the best compared isomer or geometry (same formula, charge and spin) is 212.2 kJ/mol.

Record 8
This record from the Open Molecules 2025 dataset describes 4 unconnected molecules or ions with the total composition C4H11N2O. The level of theory is ωB97M-V/def2-TZVPD.

```
18
Properties=species:S:1:pos:R:3:forces:R:3
C -3.60227 -0.84973 1.20876 -2.44 -1.91 1.19
C -4.21055 0.39468 1.05818 -2.40 4.37 -3.17
C 1.53312 0.75439 -2.30752 0.72 -1.80 0.97
C 1.65375 0.19918 -0.98191 -0.61 0.51 3.65
N 6.24937 -0.67071 0.28496 0.92 2.79 -2.07
O 2.31051 -0.72300 -0.38948 -1.48 2.32 -2.97
N -4.91583 0.79413 -0.01628 3.42 -4.53 1.81
H -3.96992 1.11297 1.83392 -0.31 0.19 0.49
H -3.63726 -1.45181 0.33009 0.27 -0.71 -0.35
H -5.63770 -0.92336 1.68971 3.01 -0.81 0.09
H -2.97095 -1.09397 2.07855 -0.55 0.12 -0.63
H 0.91232 1.62770 -2.41077 0.05 0.04 -0.17
H 1.92865 0.19277 -3.13314 0.14 0.20 -0.49
H 7.22080 -0.15465 0.36429 -3.37 -1.62 -0.27
H 6.04782 -1.41824 0.91340 -0.12 0.03 0.08
H 5.46569 -0.27957 -0.37686 2.54 -1.21 2.27
H -5.33091 1.63705 0.12219 -0.99 3.29 0.58
H 0.95337 0.85217 -0.26806 1.19 -1.26 -1.00
```
Forces are in eV/Å.

For the HOMO energy (spin up / spin down), the calculation gives -8.566 / -8.566 eV. Its spin multiplicity is 2. For the total energy, the calculation gives -9345.5001 eV. As for the total charge: 0. As for the expectation value of S²: 0.77. Its energy relative to the best compared isomer or geometry (same formula, charge and spin) is 677.1 kJ/mol.

Record 9
This record from the Open Molecules 2025 dataset describes a gas-phase ion, C4H11N2O (charge +1). The level of theory is ωB97M-V/def2-TZVPD.

```
18
Properties=species:S:1:pos:R:3:forces:R:3
N 0.06906 1.84640 -0.28493 -0.27 0.09 1.28
C 1.48190 1.20155 -0.21147 -1.00 0.29 0.45
C 1.18145 -0.33148 -0.38078 0.00 1.21 -1.94
N 0.26639 -0.68426 0.67680 0.22 -0.78 0.17
C -0.75644 -1.64614 0.35454 -0.30 -3.22 1.11
C -2.11220 -1.00493 0.30930 -0.79 0.81 0.09
O -2.29870 0.17541 0.07641 0.85 -0.15 0.12
H -0.11047 2.65885 0.31870 0.85 0.41 -0.68
H -0.70781 1.26923 0.11717 0.50 -1.16 -0.35
H -0.22539 2.01373 -1.23672 0.08 0.42 -0.33
H 2.08351 1.72490 -0.94561 -0.06 -0.45 -0.63
H 1.96593 1.55438 0.73046 -0.76 -0.89 -0.29
H 2.06070 -0.93090 -0.51589 0.98 -0.18 0.83
H 0.78739 -0.52144 -1.46397 -0.26 0.68 2.00
H 0.72427 -0.88913 1.56867 -0.10 0.07 -0.61
H -0.61075 -2.15170 -0.61391 0.04 0.49 -0.16
H -0.78188 -2.70747 0.99826 0.06 3.10 -0.98
H -3.01697 -1.57701 0.50296 -0.04 -0.75 -0.07
```
Forces are in eV/Å.

For the HOMO energy, the calculation gives -13.710 eV. The SMILES is [NH3+]CCNCC=O. Its spin multiplicity is 1. For the total energy, the calculation gives -9346.4087 eV. As for the total charge: +1. Its energy relative to the best compared isomer or geometry (same formula, charge and spin) is 236.2 kJ/mol.

Record 10
This record from the Open Molecules 2025 dataset describes a gas-phase ion, C4H11N2O (charge +1). The level of theory is ωB97M-V/def2-TZVPD.

```
18
Properties=species:S:1:pos:R:3:forces:R:3
C 0.42405 -0.43523 0.04290 -5.11 1.36 -1.17
C -1.81760 0.94306 0.05174 3.40 -0.65 1.27
C -1.59131 -1.36645 -0.83894 -2.69 -0.61 -3.07
C 2.41787 0.82910 0.77367 1.53 1.24 0.36
N -0.98912 -0.33353 -0.10089 2.71 -0.13 1.32
N 0.94981 0.63924 0.56553 3.90 -0.70 -0.05
O 1.01698 -1.47797 -0.49058 0.74 0.68 1.00
H -1.65434 1.38760 1.08065 -0.09 -0.20 -1.35
H -1.52796 1.53986 -0.79525 0.05 0.91 0.04
H -2.82966 0.72166 -0.02517 -1.63 -0.80 -0.08
H -1.30690 -2.37678 -0.60076 -0.24 -0.25 0.83
H -2.73493 -1.20251 -0.94972 1.95 -0.62 0.86
H -1.29449 -1.30170 -1.89753 0.11 0.13 -0.01
H 3.03280 1.02121 -0.13188 -1.12 -0.32 -0.17
H 2.88162 -0.06458 1.21791 -0.40 0.34 0.28
H 2.77027 1.76530 1.37429 -1.57 -1.81 -0.54
H 0.28083 1.22880 0.95527 -0.72 1.46 0.80
H 1.97209 -1.51709 -0.23122 -0.84 -0.02 -0.33
```
Forces are in eV/Å.

For the HOMO energy, the calculation gives -13.773 eV. The SMILES is C/[NH+]=C(\O)N(C)C. Its spin multiplicity is 1. For the total energy, the calculation gives -9346.6438 eV. As for the total charge: +1. Its energy relative to the best compared isomer or geometry (same formula, charge and spin) is 213.5 kJ/mol.

What did the third record say?
This record from the Open Molecules 2025 dataset describes a gas-phase ion, C4H11N2 (charge +1). The level of theory is ωB97M-V/def2-TZVPD.

```
17
Properties=species:S:1:pos:R:3:forces:R:3
C 1.76329 0.35003 -0.52143 2.53 1.39 -1.90
C 1.28490 0.00153 0.87094 -1.27 2.07 0.70
C 0.37258 -0.01493 -0.28665 -1.65 -5.98 -1.73
C -1.77028 0.38607 0.77513 -2.87 -2.12 -3.58
N -0.19159 -1.70819 -0.69987 0.49 4.56 0.70
N -0.85676 0.82784 -0.35913 -0.70 -4.13 -0.44
H 1.95842 1.41338 -0.78401 -0.24 -0.59 0.53
H 2.60224 -0.24733 -1.12211 -2.43 0.74 1.54
H 1.59803 -0.94182 1.24272 0.05 -0.55 0.57
H 0.96612 0.80172 1.63602 1.32 -1.18 -1.11
H -2.37030 -0.58055 0.43872 1.97 1.71 0.72
H -1.23393 0.23830 1.63391 1.20 -0.27 2.02
H -2.56761 1.07467 0.82736 -0.54 1.27 0.51
H -0.21858 -1.76373 -1.72066 0.22 0.17 0.11
H 0.63410 -2.20003 -0.41827 0.50 -0.51 0.15
H -0.59483 1.75555 -0.24356 0.29 2.51 -0.15
H -1.37579 0.60749 -1.26911 1.12 0.91 1.35
```
Forces are in eV/Å.

For the HOMO energy, the calculation gives -14.338 eV. The SMILES is C[NH2+]C1(N)CC1. Its spin multiplicity is 1. For the total energy, the calculation gives -7296.7674 eV. As for the total charge: +1. Its energy relative to the best compared isomer or geometry (same formula, charge and spin) is 403.4 kJ/mol.

Look up the total charge of the seventh one.
0